The following is a quantum chemistry calculation of a 7-piece molecular cluster, C38H66F14N6O14S2 overall in a non-equilibrium geometry, from OMol25.

Results
M in g mol⁻¹: 1161.080
Highest occupied orbital energy in eV: -8.7
DFT total energy in a.u.: -5063.756076
SMILES: C=C[C@]1(S(=O)(=O)C(F)(F)F)C(F)(F)[C@@](F)(CCOCC(F)(F)C(F)(F)C(F)(F)C(F)F)[C@@](CCCO)(OCCC)OS1(=O)=O.CN(C)C=O.CN(C)C=O.CN(C)C=O.CN(C)C=O.CN(C)C=O.CN(C)C=O

Last columns: bonded neighbours and bond lengths (Å).
Geometry (Å):
1 C 5.59298 -4.81329 5.01717  C2 1.350, H45 1.079, H46 1.080
2 C 5.43019 -3.72933 4.22894  C1 1.350, C3 1.517, H47 1.081
3 C 4.42059 -3.69222 3.09769  C2 1.517, S4 1.855, C11 1.572, S42 1.815
4 S 2.83323 -3.79242 4.05211  C3 1.855, O5 1.432, O6 1.431, C7 1.872
5 O 2.52749 -5.12934 4.46261  S4 1.432
6 O 2.99382 -2.91223 5.16953  S4 1.431
7 C 1.34411 -3.15556 3.11252  S4 1.872, F8 1.346, F9 1.328, F10 1.345
8 F 0.63551 -2.43871 4.00410  C7 1.346
9 F 1.61324 -2.36815 2.07751  C7 1.328
10 F 0.59915 -4.21683 2.75621  C7 1.345
11 C 4.77105 -4.86372 2.10913  C3 1.572, F12 1.349, F13 1.369, C14 1.566
12 F 4.41109 -6.07447 2.58176  C11 1.349
13 F 6.13941 -4.89613 2.07389  C11 1.369
14 C 4.33793 -4.73151 0.60956  C11 1.566, F15 1.394, C16 1.529, C32 1.545
15 F 5.16453 -5.68777 0.02185  C14 1.394
16 C 2.92924 -5.27408 0.36667  C14 1.529, C17 1.533, H48 1.082, H49 1.086
17 C 1.78753 -4.30435 0.03911  C16 1.533, O18 1.448, H50 1.082, H51 1.081
18 O 1.36175 -4.60960 -1.31128  C17 1.448, C19 1.390
19 C -0.01882 -4.61118 -1.47527  O18 1.390, C20 1.523, H52 1.092, H53 1.086
20 C -0.63100 -3.21972 -1.39090  C19 1.523, F21 1.360, F22 1.362, C23 1.563
21 F 0.24470 -2.33337 -1.93566  C20 1.360
22 F -0.79258 -2.81185 -0.10147  C20 1.362
23 C -2.01786 -3.08601 -2.09838  C20 1.563, F24 1.358, F25 1.342, C26 1.546
24 F -2.96375 -3.04114 -1.12451  C23 1.358
25 F -2.30477 -4.14651 -2.86858  C23 1.342
26 C -2.20705 -1.77175 -2.89039  C23 1.546, F27 1.337, F28 1.364, C29 1.552
27 F -1.43049 -1.72612 -3.97762  C26 1.337
28 F -3.49794 -1.81559 -3.32731  C26 1.364
29 C -2.07804 -0.50204 -2.00686  C26 1.552, F30 1.353, F31 1.343, H54 1.088
30 F -1.61504 0.50407 -2.78399  C29 1.353
31 F -3.27659 -0.15400 -1.51218  C29 1.343
32 C 4.69628 -3.37397 -0.03492  C14 1.545, C33 1.536, O37 1.395, O41 1.461
33 C 6.18783 -3.18021 -0.34492  C32 1.536, C34 1.534, H55 1.085, H56 1.084
34 C 6.47703 -1.95366 -1.22008  C33 1.534, C35 1.534, H57 1.089, H58 1.084
35 C 6.13586 -0.55921 -0.67914  C34 1.534, O36 1.436, H59 1.086, H60 1.081
36 O 5.16617 0.09572 -1.51120  C35 1.436, H61 0.960
37 O 4.00706 -3.12475 -1.22148  C32 1.395, C38 1.417
38 C 4.14657 -4.03823 -2.29544  O37 1.417, C39 1.538, H62 1.090, H63 1.086
39 C 3.14796 -3.61862 -3.38688  C38 1.538, C40 1.542, H64 1.086, H65 1.082
40 C 2.53006 -4.82966 -4.11550  C39 1.542, H66 1.086, H67 1.084, H68 1.086
41 O 4.16550 -2.28652 0.78324  C32 1.461, S42 1.578
42 S 4.69220 -2.10504 2.26011  C3 1.815, O41 1.578, O43 1.426, O44 1.429
43 O 6.06076 -1.71754 2.35765  S42 1.426
44 O 3.80650 -1.18958 2.90870  S42 1.429
45 H 5.69023 -5.80361 4.60048  C1 1.079
46 H 5.66294 -4.64633 6.08226  C1 1.080
47 H 6.00292 -2.84391 4.46513  C2 1.081
48 H 2.98369 -5.94972 -0.47720  C16 1.082
49 H 2.59643 -5.90691 1.18413  C16 1.086
50 H 2.05933 -3.25748 0.04427  C17 1.082
51 H 0.93378 -4.51044 0.67013  C17 1.081
52 H -0.51988 -5.30622 -0.79788  C19 1.092
53 H -0.19645 -4.99509 -2.47567  C19 1.086
54 H -1.37912 -0.62115 -1.18219  C29 1.088
55 H 6.52943 -4.03592 -0.91765  C33 1.085
56 H 6.81307 -3.18027 0.54093  C33 1.084
57 H 7.54791 -1.97997 -1.41825  C34 1.089
58 H 6.01631 -2.04677 -2.19635  C34 1.084
59 H 7.01391 0.07946 -0.70308  C35 1.086
60 H 5.75788 -0.53117 0.33343  C35 1.081
61 H 4.31248 -0.09518 -1.11507  O36 0.960
62 H 5.13489 -4.01815 -2.75484  C38 1.090
63 H 3.94546 -5.07598 -2.04822  C38 1.086
64 H 3.70274 -3.06450 -4.13832  C39 1.086
65 H 2.39401 -2.96956 -2.96064  C39 1.082
66 H 1.49055 -4.61339 -4.34317  C40 1.086
67 H 2.62910 -5.74991 -3.55171  C40 1.084
68 H 3.00557 -4.93670 -5.08572  C40 1.086
69 C -1.54214 1.12637 5.18991  O70 1.217, N71 1.342, H74 1.104
70 O -2.40637 1.96844 5.34668  C69 1.217
71 N -0.43480 1.00956 5.93870  C69 1.342, C72 1.451, C73 1.453
72 C 0.56669 -0.00199 5.65629  N71 1.451, H75 1.092, H76 1.092, H77 1.076
73 C -0.23828 1.92739 7.04809  N71 1.453, H78 1.090, H79 1.090, H80 1.087
74 H -1.59741 0.37431 4.38380  C69 1.104
75 H 0.69072 -0.66338 6.51580  C72 1.092
76 H 1.52095 0.48153 5.43772  C72 1.092
77 H 0.26323 -0.58178 4.80258  C72 1.076
78 H -1.05956 1.83336 7.75911  C73 1.090
79 H -0.22105 2.95499 6.68357  C73 1.090
80 H 0.70135 1.70224 7.54527  C73 1.087
81 C 2.18364 2.52922 -0.87222  O82 1.217, N83 1.344, H86 1.103
82 O 2.40721 1.34725 -1.05827  C81 1.217
83 N 1.21812 3.00959 -0.06981  C81 1.344, C84 1.453, C85 1.452
84 C 0.99717 4.43342 0.11405  N83 1.453, H87 1.091, H88 1.091, H89 1.088
85 C 0.36907 2.06809 0.63800  N83 1.452, H90 1.091, H91 1.091, H92 1.087
86 H 2.77641 3.32086 -1.35966  C81 1.103
87 H 1.12067 4.69892 1.16486  C84 1.091
88 H -0.01379 4.69853 -0.19861  C84 1.091
89 H 1.71064 5.00091 -0.47953  C84 1.088
90 H 0.97694 1.43114 1.28294  C85 1.091
91 H -0.15307 1.43206 -0.07815  C85 1.091
92 H -0.35543 2.61072 1.24005  C85 1.087
93 C -6.77752 -1.22958 -7.38160  O94 1.217, N95 1.343, H98 1.105
94 O -7.17017 -0.57276 -8.32789  C93 1.217
95 N -5.55385 -1.13844 -6.83599  C93 1.343, C96 1.450, C97 1.458
96 C -5.14860 -1.95032 -5.70550  N95 1.450, H99 1.083, H100 1.092, H101 1.089
97 C -4.59518 -0.19205 -7.39460  N95 1.458, H102 1.090, H103 1.089, H104 1.080
98 H -7.41949 -1.97616 -6.88040  C93 1.105
99 H -4.88208 -1.30583 -4.87722  C96 1.083
100 H -4.28585 -2.56134 -5.98068  C96 1.092
101 H -5.96359 -2.60469 -5.40001  C96 1.089
102 H -5.00279 0.81750 -7.33535  C97 1.090
103 H -4.41414 -0.42787 -8.44211  C97 1.089
104 H -3.66580 -0.24142 -6.84694  C97 1.080
105 C -2.03376 2.33349 -7.76002  O106 1.216, N107 1.344, H110 1.103
106 O -2.19227 1.12873 -7.81571  C105 1.216
107 N -1.78813 3.12115 -8.82102  C105 1.344, C108 1.449, C109 1.454
108 C -1.60979 4.55389 -8.69341  N107 1.449, H111 1.092, H112 1.092, H113 1.088
109 C -1.70073 2.50808 -10.13626  N107 1.454, H114 1.090, H115 1.090, H116 1.087
110 H -2.08341 2.88950 -6.80859  C105 1.103
111 H -2.36615 5.07828 -9.28055  C108 1.092
112 H -0.61968 4.84043 -9.05329  C108 1.092
113 H -1.70489 4.85158 -7.65161  C108 1.088
114 H -2.63727 2.00323 -10.37423  C109 1.090
115 H -0.90160 1.76647 -10.14833  C109 1.090
116 H -1.49962 3.27172 -10.88282  C109 1.087
117 C -1.91863 6.60682 2.16553  O118 1.220, N119 1.340, H122 1.104
118 O -0.91803 6.43789 1.48756  C117 1.220
119 N -2.36890 5.75244 3.09468  C117 1.340, C120 1.455, C121 1.451
120 C -3.57200 6.00583 3.87311  N119 1.455, H123 1.084, H124 1.093, H125 1.088
121 C -1.62372 4.52908 3.32790  N119 1.451, H126 1.092, H127 1.092, H128 1.087
122 H -2.55115 7.50510 2.06180  C117 1.104
123 H -3.33207 6.03715 4.92946  C120 1.084
124 H -4.29477 5.20635 3.69414  C120 1.093
125 H -4.01474 6.95686 3.58334  C120 1.088
126 H -0.60533 4.77574 3.63413  C121 1.092
127 H -1.57401 3.95102 2.40304  C121 1.092
128 H -2.10464 3.93613 4.10184  C121 1.087
129 C -5.39837 7.00300 7.44167  O130 1.216, N131 1.345, H134 1.103
130 O -4.50410 6.63248 6.70607  C129 1.216
131 N -6.70919 6.85613 7.18051  C129 1.345, C132 1.449, C133 1.454
132 C -7.73522 7.31680 8.09477  N131 1.449, H135 1.092, H136 1.092, H137 1.088
133 C -7.10124 6.21210 5.93766  N131 1.454, H138 1.090, H139 1.091, H140 1.087
134 H -5.20014 7.50023 8.40603  C129 1.103
135 H -8.35399 6.47668 8.41591  C132 1.092
136 H -8.36958 8.05664 7.60265  C132 1.092
137 H -7.27879 7.77217 8.97071  C132 1.088
138 H -6.69273 5.20188 5.89721  C133 1.090
139 H -6.70861 6.77235 5.08834  C133 1.091
140 H -8.18518 6.16882 5.87401  C133 1.087